Record 1
Formula: C38H46N2O5PReS5SbSi
Source: OMol25
Level of theory: ωB97M-V/def2-TZVPD

The HOMO energy is -9.6855 eV. The value obtained for the total energy is -133382.5351 eV. The charge is +1.

XYZ file:
```
100
Properties=species:S:1:pos:R:3:forces:R:3
Re -0.604 -0.914 0.596 0.10 -4.20 -0.07
S -3.279 -4.680 1.964 0.17 0.88 0.07
Sb -3.348 -2.426 2.236 -0.54 0.12 0.30
S -2.798 -1.220 0.076 -0.19 0.13 0.60
S -1.035 -1.479 2.748 -0.17 0.40 -0.63
S -4.907 -1.212 3.348 0.55 -0.59 -0.42
N 0.105 -2.473 0.004 -0.68 2.61 0.10
P 1.137 -3.709 -0.156 0.24 -0.33 0.13
C 0.283 -5.267 -0.429 0.25 0.56 0.04
C -1.082 -5.301 -0.675 0.18 0.14 -0.07
C -1.691 -6.528 -0.880 0.04 -0.06 -0.03
C -0.939 -7.691 -0.847 -0.06 0.09 0.04
C 0.427 -7.646 -0.600 0.10 -0.07 0.00
C 1.047 -6.433 -0.381 -0.07 0.03 0.00
C 2.090 -3.845 1.373 -0.27 -0.08 -0.58
C 3.450 -3.576 1.459 0.03 -0.11 -0.05
C 4.070 -3.679 2.691 0.19 0.02 0.01
C 3.347 -4.034 3.819 0.00 -0.01 -0.05
C 1.990 -4.299 3.725 -0.03 0.06 0.02
C 1.357 -4.202 2.502 -0.10 -0.07 -0.20
C 2.213 -3.324 -1.561 -0.32 -0.15 0.46
C 2.860 -2.093 -1.564 0.03 0.01 -0.02
C 3.680 -1.750 -2.623 0.01 0.04 0.05
C 3.853 -2.639 -3.673 -0.01 -0.07 0.00
C 3.195 -3.858 -3.677 0.06 0.03 -0.06
C 2.369 -4.206 -2.622 -0.02 0.02 0.14
H -1.646 -4.380 -0.696 -0.13 0.00 0.04
H -2.752 -6.577 -1.054 -0.19 0.02 -0.01
H -1.419 -8.644 -1.000 -0.07 -0.11 -0.04
H 1.003 -8.559 -0.571 0.04 -0.08 0.01
H 2.107 -6.381 -0.174 0.10 -0.07 0.05
H 4.023 -3.303 0.582 0.01 -0.02 -0.04
H 5.130 -3.482 2.769 0.09 -0.01 0.02
H 3.845 -4.104 4.774 0.03 -0.02 0.07
H 1.422 -4.570 4.600 -0.05 -0.05 0.11
H 0.298 -4.406 2.398 -0.10 -0.05 0.14
H 2.719 -1.416 -0.731 0.04 0.08 0.00
H 4.190 -0.799 -2.634 0.05 0.11 0.04
H 4.509 -2.383 -4.490 0.04 0.05 -0.11
H 3.325 -4.538 -4.502 0.02 -0.10 -0.11
H 1.849 -5.152 -2.617 -0.03 -0.09 -0.06
C -1.224 6.133 -0.660 0.19 -0.28 -0.07
C -0.094 5.113 -0.597 0.44 0.60 0.07
C 0.570 5.114 0.777 -0.19 -0.09 -0.26
C 0.931 5.355 -1.704 -0.30 -0.10 0.23
O -0.625 3.804 -0.841 -0.21 -0.16 -0.26
Si -1.843 2.930 -0.323 -0.45 -0.23 0.33
S -0.736 0.982 -0.737 0.34 -0.73 -0.25
O -3.147 2.767 -1.204 0.18 0.17 0.33
C -3.548 2.498 -2.557 -0.35 -0.11 -0.67
C -4.193 1.114 -2.542 0.23 0.31 0.06
C -2.336 2.548 -3.482 -0.17 -0.01 0.25
C -4.564 3.573 -2.936 0.25 -0.23 0.16
O -2.106 2.918 1.236 0.30 0.29 -0.21
C -3.227 2.875 2.163 -0.35 0.02 0.61
C -2.906 1.764 3.153 0.06 0.19 -0.35
C -3.276 4.245 2.834 0.09 -0.27 -0.19
C -4.526 2.589 1.428 0.26 0.04 -0.02
H -0.818 7.134 -0.542 -0.04 0.15 0.03
H -1.942 5.947 0.136 -0.12 0.04 0.15
H -1.738 6.070 -1.617 -0.03 0.04 -0.10
H 1.004 6.088 0.984 0.07 0.10 0.03
H 1.356 4.362 0.812 0.09 -0.04 0.02
H -0.168 4.888 1.542 -0.04 -0.03 0.14
H 1.424 6.312 -1.557 0.07 0.11 0.01
H 0.444 5.356 -2.676 -0.04 0.02 -0.12
H 1.678 4.565 -1.695 0.11 -0.07 0.02
H -3.479 0.377 -2.176 0.01 -0.10 -0.02
H -4.512 0.827 -3.539 -0.04 -0.01 -0.14
H -5.055 1.110 -1.878 -0.07 -0.03 0.05
H -1.644 1.741 -3.247 0.07 -0.05 -0.09
H -1.820 3.499 -3.368 0.06 0.09 -0.06
H -2.648 2.441 -4.517 -0.05 -0.02 -0.10
H -5.367 3.607 -2.205 -0.09 -0.02 0.05
H -4.983 3.340 -3.911 -0.08 0.03 -0.13
H -4.089 4.550 -2.979 0.05 0.12 -0.02
H -1.976 1.969 3.680 0.09 0.07 0.07
H -2.801 0.822 2.615 -0.10 0.03 0.11
H -3.712 1.651 3.872 -0.05 -0.04 0.05
H -2.330 4.470 3.322 0.08 -0.01 0.07
H -4.066 4.257 3.579 -0.08 0.03 0.09
H -3.482 5.016 2.095 -0.06 0.12 -0.05
H -4.504 1.602 0.972 -0.02 -0.13 -0.03
H -4.687 3.332 0.651 -0.15 0.08 -0.03
H -5.353 2.624 2.131 -0.07 -0.02 0.09
O 2.125 -1.227 2.786 0.33 0.89 -0.59
C 2.253 -0.398 1.926 0.10 -0.86 1.26
N 1.172 0.081 1.145 -1.00 0.55 -0.63
C 1.616 0.995 0.305 -0.57 -0.02 -0.02
O 0.868 1.604 -0.564 0.95 0.04 0.25
C 3.043 1.188 0.416 0.83 -0.10 0.40
C 3.932 1.964 -0.304 -0.33 -0.16 0.16
C 5.276 1.850 0.028 0.13 -0.05 0.00
C 5.698 0.970 1.018 0.04 0.05 -0.04
C 4.801 0.169 1.724 -0.29 -0.05 0.01
C 3.461 0.301 1.427 0.44 0.59 -0.62
H 3.588 2.609 -1.096 0.01 0.14 -0.08
H 6.007 2.439 -0.507 0.04 0.02 0.01
H 6.753 0.900 1.237 0.08 -0.02 0.01
H 5.139 -0.546 2.458 0.02 0.00 0.13
```
Positions in Å, forces in eV/Å.

Record 2
Formula: C38H46P2SiSn
Source: OMol25
Level of theory: ωB97M-V/def2-TZVPD

The calculation puts the energy above the lowest of the compared OMol25 structures with the same formula, charge and spin at 0.000 eV. The HOMO energy (spin up / spin down) is -3.9519 / -4.5288 eV. The value obtained for the total energy is -72428.1238 eV.

XYZ file:
```
88
Properties=species:S:1:pos:R:3:forces:R:3
Sn -0.266 1.767 -1.791 -0.29 -1.17 4.21
C -1.787 1.425 -3.359 -0.52 -0.21 0.35
C -1.439 0.075 -3.001 -0.56 0.76 -0.02
C -0.557 -0.818 -3.807 0.86 -0.31 -0.38
C 0.779 -0.155 -4.190 -0.67 -0.55 -0.78
C 1.304 0.818 -3.172 1.27 0.39 -0.34
C 1.250 2.230 -3.305 -0.01 -0.36 -0.71
C 0.204 3.003 -4.102 -0.19 -0.05 -1.09
C -1.115 2.210 -4.448 0.06 0.96 -1.07
C -0.505 -0.071 1.751 0.54 -1.27 -1.28
H -2.780 1.776 -3.017 0.70 -0.24 -0.27
H -2.205 -0.451 -2.417 0.38 0.31 -0.06
H -1.068 -1.155 -4.722 -0.12 0.10 0.03
H -0.340 -1.743 -3.258 -0.07 0.33 0.08
H 1.500 -0.953 -4.426 0.06 0.30 0.40
H 0.688 0.379 -5.134 -0.18 0.03 -0.09
H 2.137 0.431 -2.577 -0.41 0.29 -0.05
H 2.057 2.821 -2.859 -0.37 -0.18 0.04
H 0.652 3.352 -5.041 -0.05 0.18 -0.24
H -0.071 3.904 -3.508 0.13 -0.56 -0.65
H -1.838 2.982 -4.724 0.08 0.05 -0.19
H -1.015 1.592 -5.350 0.29 0.20 0.09
H -1.036 0.962 1.791 0.97 -1.50 -0.31
H 0.520 0.004 1.377 0.24 0.46 0.15
H -0.399 -0.657 2.680 -0.23 0.47 -0.36
P -1.313 -1.098 0.510 1.70 0.63 -2.84
P 2.729 -0.698 0.640 -1.83 0.89 0.60
C 0.108 -1.655 -0.499 -0.97 -0.85 1.30
C 1.488 -1.461 -0.443 1.48 -0.38 -0.85
C -2.082 -2.656 0.882 -0.28 0.78 -0.19
C -2.429 -3.476 -0.203 -0.71 -0.47 0.85
C -3.296 -4.538 0.042 0.19 -0.02 0.43
C -3.769 -4.732 1.353 0.12 -0.01 0.73
C -3.390 -3.904 2.438 0.12 -0.29 -0.32
C -2.515 -2.844 2.198 -0.40 -0.28 -0.49
C -2.807 0.036 0.087 -0.58 0.07 0.28
C -2.773 1.459 0.008 -0.04 -0.55 0.66
C -3.940 2.201 -0.164 0.13 -1.09 -0.05
C -5.193 1.576 -0.203 1.09 0.45 -0.10
C -5.245 0.201 -0.174 -0.02 -0.24 0.15
C -4.078 -0.552 -0.080 0.29 -0.22 -0.16
C 4.251 -1.648 0.748 0.37 -0.92 0.29
C 4.119 -2.983 1.224 0.64 0.35 -0.13
C 5.227 -3.652 1.752 -0.34 0.36 -0.35
C 6.464 -3.014 1.813 0.23 -0.13 0.04
C 6.613 -1.720 1.321 -0.36 -0.30 0.04
C 5.520 -1.032 0.799 -0.21 -0.38 0.06
C 3.244 0.921 -0.069 0.58 0.10 0.24
C 2.910 2.029 0.736 0.29 -0.52 -0.72
C 3.286 3.306 0.359 -0.25 0.34 0.03
C 3.981 3.526 -0.824 0.12 0.18 -0.07
C 4.367 2.430 -1.595 0.19 -0.07 -0.20
C 4.041 1.123 -1.208 -0.38 0.40 -0.26
H -0.199 -2.460 -1.203 0.19 0.75 0.55
H 2.049 -2.069 -1.174 -0.53 0.20 -0.12
H -2.114 -3.235 -1.210 0.07 -0.05 0.08
H -3.595 -5.220 -0.767 0.06 0.38 0.45
H -4.422 -5.577 1.571 0.08 0.24 -0.16
H -3.745 -4.067 3.470 0.03 -0.13 -0.79
H -2.219 -2.123 2.976 -0.27 -0.54 -0.40
H -1.853 2.032 0.187 -0.48 -0.51 -0.11
H -3.823 3.258 -0.245 -0.20 0.65 0.06
H -6.069 2.181 -0.257 -0.56 0.21 -0.07
H -6.205 -0.307 -0.161 0.11 0.01 -0.19
H -4.202 -1.633 -0.145 0.22 0.21 0.30
H 3.147 -3.482 1.217 0.23 0.28 -0.04
H 5.116 -4.666 2.124 0.01 0.10 -0.02
H 7.319 -3.536 2.250 -0.26 0.19 -0.17
H 7.582 -1.242 1.365 0.03 0.06 -0.01
H 5.669 -0.006 0.474 -0.19 -0.18 0.01
H 2.362 1.846 1.652 -0.02 0.10 0.00
H 3.001 4.144 0.984 0.04 0.03 -0.02
H 4.223 4.558 -1.134 -0.07 -0.73 0.17
H 4.930 2.610 -2.515 -0.15 -0.17 0.30
H 4.362 0.287 -1.853 -0.19 0.36 0.52
C -3.207 1.296 3.142 -0.35 0.07 0.46
Si -1.389 1.173 3.528 -0.82 1.32 0.85
C -0.606 2.820 3.779 0.04 0.62 0.80
C -1.072 -0.069 4.865 0.00 0.26 0.10
H -3.460 2.184 2.559 0.11 0.00 0.19
H -3.712 1.352 4.115 -0.33 0.03 -0.11
H -3.615 0.450 2.579 0.09 -0.02 0.21
H -1.252 3.343 4.498 0.27 0.46 -0.03
H 0.392 2.715 4.225 -0.21 0.08 -0.12
H -0.520 3.417 2.860 -0.11 -0.23 0.27
H -1.575 0.366 5.737 0.17 -0.45 0.22
H -1.492 -1.054 4.624 0.09 0.25 0.25
H 0.006 -0.156 5.042 -0.22 -0.09 0.15
```
Positions in Å, forces in eV/Å.